C36H48F3IN3O4S3SiY | wB97M-V/def2-TZVPD

Geometry as XYZ:
```
100
Properties=species:S:1:pos:R:3:forces:R:3
C -2.99286 3.65387 2.22416 0.08 0.18 0.47
H -0.37659 0.52065 -5.53602 -0.06 -0.03 0.02
C 3.52256 2.61247 -4.12694 -0.26 -0.08 0.22
H 3.56064 3.01364 -1.36889 0.01 0.01 0.12
H 2.98633 2.34169 -5.03395 0.01 -0.02 -0.11
H -0.81849 8.53688 1.73116 0.04 0.09 0.02
H 1.25986 -5.05476 -2.70808 0.03 -0.02 -0.03
H 1.00764 -3.25766 -4.42197 -0.08 0.06 -0.10
H -2.37979 3.03584 2.88066 -0.20 0.07 -0.05
C 0.22302 1.38786 -5.81139 -0.13 0.26 0.17
H 0.77408 -0.88807 -3.63016 0.02 -0.01 -0.09
C 1.12436 5.43045 -2.10762 0.04 0.93 0.33
C -3.58179 3.37276 -1.39504 -0.14 0.57 0.39
C -3.70889 1.41356 -2.88179 -0.12 -0.24 -0.43
F 1.36619 -5.96937 -0.54363 0.00 -0.13 -0.35
H 5.01055 2.17202 -1.93943 0.10 -0.02 0.02
C -0.45261 6.43000 1.83111 -0.01 -0.01 0.01
H 0.61726 6.52701 1.74727 0.16 0.01 -0.02
H 2.99952 5.27175 -1.04786 0.13 -0.02 -0.01
H -2.38166 3.59045 -5.30663 -0.06 0.11 0.06
H -0.92838 5.57903 -2.71514 -0.14 0.07 -0.10
Y 0.77038 0.67828 -0.34891 -0.90 0.01 -0.33
H -5.53454 0.10455 -1.39647 0.04 -0.08 0.12
S -1.28052 1.21888 1.65954 0.18 0.22 0.00
C 3.64467 0.22624 -3.39478 -0.26 0.31 0.22
C -4.07880 3.52613 0.03026 -0.32 0.08 -0.59
H 0.30075 1.43052 -6.89464 0.04 -0.02 -0.14
H -0.13115 4.79528 -5.28474 -0.03 0.15 0.01
C 1.19316 -2.31080 -0.71057 0.01 -0.03 -0.24
H 1.49536 7.51564 -2.48523 0.01 0.14 0.02
C 1.59809 6.57113 -3.01279 -0.14 -0.33 0.14
F 2.63408 -4.65857 0.58685 0.11 0.15 -0.02
H 1.36292 3.87350 -5.28048 0.22 0.10 -0.03
C 0.92757 -1.70806 -2.93905 -0.02 -0.08 -0.32
O -0.51895 2.56210 -3.85780 0.02 0.03 0.03
O 1.33743 4.21700 -2.80536 0.00 -0.46 -0.17
C 1.19891 -4.01580 -2.41753 0.03 0.21 0.17
H -7.64933 3.04468 -4.73876 -0.07 0.07 -0.07
H 4.72185 0.22206 -3.54057 0.10 -0.04 -0.04
H -4.35400 3.68308 -2.09896 0.06 -0.01 0.08
H 2.64120 6.43321 -3.28430 0.14 -0.03 -0.03
H 1.60603 4.61830 -0.17595 0.01 -0.14 0.19
H 3.39711 -0.49164 -2.61177 0.04 0.01 0.01
H -2.39875 1.85586 -5.69057 -0.09 -0.10 0.04
H 1.83561 6.36888 -0.30138 0.00 0.14 0.10
H -0.37886 4.29934 1.97541 0.15 -0.22 -0.05
C -6.00601 0.75898 -2.11592 0.08 -0.02 -0.09
C -2.34235 1.93565 0.59725 0.30 0.34 1.43
H 1.21462 1.26488 -5.38343 0.11 -0.06 -0.03
C 3.19652 1.63910 -2.99321 1.07 -0.26 -0.08
C 3.94967 2.06193 -1.72582 -0.36 -0.17 -0.31
N -3.08922 2.98966 0.93772 0.22 -0.33 -0.46
O 1.79448 1.57991 -2.69890 -0.56 0.18 0.07
H 3.24376 3.62114 -3.83715 0.07 0.09 -0.08
C 0.35948 3.91084 -5.68327 -0.15 -0.32 0.17
H -3.22314 1.96654 -3.68816 -0.02 -0.05 0.05
I 2.13918 2.21115 1.64040 0.49 0.27 0.43
H 3.16282 -0.09198 -4.31730 -0.05 -0.01 -0.11
N 1.00903 -1.35568 -1.65985 0.09 -0.45 0.01
S 1.32460 -1.74127 0.88454 0.09 0.35 0.68
H -2.67996 3.97703 -1.55366 -0.10 -0.10 -0.03
C -1.01304 5.17173 1.95624 0.00 0.00 0.05
C -0.35729 5.60735 -1.78756 0.23 -0.16 -0.14
C 1.27431 -3.67332 -1.08486 -0.13 0.10 -0.07
H 3.83219 1.30594 -0.94176 0.05 0.15 0.00
H -3.37498 0.37442 -2.91330 0.02 0.23 -0.05
H 1.00109 6.61094 -3.92060 -0.05 0.01 -0.13
C -5.21025 1.49669 -2.98435 0.06 0.10 -0.11
C -7.98011 1.65998 -3.13880 -0.03 0.00 -0.06
H 0.40504 3.98216 -6.76650 0.01 0.02 -0.13
O -0.15393 2.41715 -1.31668 -0.01 0.02 0.36
C 1.04029 -3.01308 -3.37321 -0.03 0.00 0.02
H -5.19552 2.89498 -4.60210 0.06 0.08 -0.04
H -3.26412 8.29790 1.99538 -0.02 0.06 -0.03
F 0.50487 -4.67864 0.92719 -0.17 0.14 0.01
C -0.42518 2.66535 -5.26749 -0.19 -0.01 -0.71
H -0.67576 4.78453 -1.15341 -0.12 -0.02 0.20
H -7.98836 0.23945 -1.53133 -0.11 -0.04 0.06
C 1.94673 5.42179 -0.82071 -0.21 -0.11 -0.34
H -1.81841 3.01993 -6.87942 -0.04 0.00 -0.12
C -2.55646 1.31527 -0.72996 -0.53 -0.59 -1.26
H 4.58872 2.58496 -4.33992 0.08 -0.05 0.01
C -1.25915 7.55607 1.83105 0.01 0.09 -0.01
C -7.38415 0.83598 -2.19734 0.03 -0.06 0.09
C 1.44170 -4.72675 -0.02626 0.07 -0.28 0.22
H -4.23768 4.58053 0.26792 0.07 -0.13 -0.06
H -5.03183 2.98885 0.15364 0.11 0.12 0.01
C -2.63013 7.42299 1.97015 -0.04 0.11 -0.03
C -1.85387 2.78801 -5.81780 0.38 -0.09 0.14
C -7.19231 2.40684 -3.99792 -0.11 0.03 -0.04
H -4.00549 3.72829 2.63146 0.04 -0.05 0.05
Si 0.58878 2.77447 -2.66931 0.15 -0.34 0.19
S -2.02091 -0.24293 -0.99781 0.26 -0.37 -0.10
H -9.05508 1.70150 -3.21393 -0.13 0.05 0.01
H -0.53187 6.55159 -1.27730 -0.06 0.07 0.05
N -3.28025 1.97831 -1.62228 0.46 -0.12 0.63
C -2.38777 5.03080 2.08994 -0.18 -0.05 0.00
H -4.26273 6.07124 2.22663 -0.08 -0.06 0.02
C -3.19213 6.16411 2.09577 0.02 -0.04 0.07
C -5.81254 2.32899 -3.91715 0.09 -0.15 -0.04
```
Forces are in eV/Å.


C3H2ClO3 | wB97M-V/def2-TZVPD

Geometry as XYZ:
```
9
Properties=species:S:1:pos:R:3:forces:R:3
O 0.02966 0.14964 -0.27439 -0.65 -1.55 -2.53
Cl 1.88997 2.13213 -1.17968 -0.33 -0.02 0.18
O 3.97761 0.00110 0.70601 1.16 1.05 0.96
O 3.29264 -1.90463 -0.39365 0.24 -0.51 -0.11
H 0.08701 1.73546 0.92414 0.29 0.02 0.62
C 1.40658 0.39441 -0.19179 0.39 -0.74 -0.24
C 0.44963 0.70306 0.88180 -0.06 2.65 1.83
C 3.56741 -0.90757 0.13851 -1.16 -0.56 -0.78
H 0.36412 0.15508 1.81465 0.12 -0.34 0.07
```
Forces are in eV/Å.

Calculated values
Charge ... -1


C36H92N4O6 | wB97M-V/def2-TZVPD

Geometry as XYZ:
```
138
Properties=species:S:1:pos:R:3:forces:R:3
C 0.15907 0.53287 0.57107 0.20 -0.31 0.48
H 3.24312 5.73785 4.73950 0.05 0.07 -0.02
H -3.97312 -3.06837 -1.46712 -0.05 -0.17 -0.04
H -1.43499 -4.66726 4.79695 -0.01 -0.08 -0.03
H 5.75716 0.65631 0.86141 -0.33 -0.01 -0.33
C -2.74628 3.42499 1.71715 0.55 0.14 0.30
C 1.13930 -3.13287 1.99084 0.09 0.33 0.27
C 0.43267 -1.26380 4.96830 0.17 0.13 0.41
C 3.25960 1.57123 3.03063 0.71 0.54 -0.27
H 1.11793 -0.00919 0.55007 0.09 0.27 -0.15
H -1.83015 4.61810 -2.76964 -0.03 -0.26 0.02
H 1.24160 -4.21103 2.12071 -0.11 -0.04 -0.14
H 3.10794 1.95042 0.19575 0.15 0.03 -0.10
H -0.05625 0.71814 1.62653 -0.17 0.07 -0.07
H -2.34580 -5.96628 2.89853 -0.05 -0.03 -0.08
C -3.01497 -0.65842 2.46811 0.35 -0.85 0.02
H 5.71043 -1.70220 -1.11344 -0.13 0.03 -0.12
H -1.20129 -3.94443 -0.59217 -0.02 0.06 -0.02
H -2.74403 -1.72030 -3.50067 0.05 -0.01 0.17
H 3.54156 -1.11504 0.91420 0.01 -0.17 0.30
C 4.40484 -1.72516 0.62139 -0.01 0.32 -0.89
N 3.22216 3.00987 2.73024 0.07 -0.10 0.18
H -2.03917 -0.23601 2.71129 -0.06 0.23 -0.07
H 2.43833 1.31009 3.71626 -0.07 -0.18 -0.17
H -0.28126 4.35435 2.63512 0.04 -0.10 0.04
C -2.18494 -4.89294 2.81012 -0.14 0.29 0.15
C 1.29678 3.84479 -5.01192 0.46 -0.16 0.38
C 6.55661 -1.20333 1.42857 -0.50 -0.05 -0.22
C -2.23390 2.67900 -4.35924 0.00 -0.75 -0.85
H -0.68687 -0.36236 -0.90301 0.10 0.00 -0.25
H 1.90706 4.29921 1.72847 0.15 0.14 -0.04
H -4.70314 -3.31495 -3.57465 -0.02 -0.07 -0.03
C 6.18055 -0.20813 0.33902 0.69 0.28 0.42
H -1.50364 -5.22430 -3.16512 0.01 0.03 -0.02
H -0.02912 -4.16825 -5.02555 -0.01 -0.09 0.18
H 4.06516 -2.70769 0.29194 -0.16 -0.01 0.09
C -2.37328 4.75070 2.40313 -0.39 0.24 0.10
H 0.46157 2.67237 -2.15146 -0.01 -0.05 0.13
C -3.61112 -0.28883 -2.50524 -0.96 -0.28 0.15
H -0.25989 3.79617 -0.99505 -0.08 -0.10 0.11
H 6.87064 -0.72957 2.35812 0.05 0.01 -0.01
C 4.60091 1.12162 3.61691 -0.52 -0.24 0.36
C 5.16441 -0.99058 -0.49004 0.58 0.27 0.41
H -1.95725 -4.64909 1.77270 0.13 -0.23 0.05
C 0.14611 2.87398 -4.83979 -0.28 -0.04 -0.28
C -1.08333 -4.48462 3.77783 0.13 -0.34 0.09
C 0.19253 -2.75583 4.82572 0.14 0.14 0.14
H 0.44349 2.01052 -4.22127 0.04 0.08 0.04
H -3.11404 -4.37322 3.05513 0.01 -0.06 -0.01
H -1.17737 -0.22250 -3.17386 -0.33 -0.22 -0.01
H -2.45769 -2.21824 3.46414 0.09 -0.08 0.33
H -1.22685 -2.89691 -5.15008 -0.07 -0.01 0.07
N -1.05727 3.52604 -4.33616 0.16 0.09 0.06
C 0.62487 -0.84841 -3.55891 -0.03 -0.37 -0.42
C 2.92219 3.76919 3.93416 -0.14 0.00 -0.02
C 3.09993 5.26676 3.76817 -0.17 0.28 -0.31
O -0.86452 -0.27493 0.04338 -0.18 0.09 0.11
C -2.02214 -3.22302 -0.66904 0.27 -0.59 -0.09
H 4.68511 0.04541 3.44622 0.22 0.02 0.10
H -3.04439 -0.18151 -1.57293 0.25 0.01 -0.19
H -2.96812 -1.04549 1.44601 -0.03 0.38 -0.14
C -3.09109 -3.69546 -1.63596 -0.31 0.55 -0.17
C -1.52166 2.91868 3.65401 -0.01 0.43 -0.13
H 3.94330 5.49248 3.11312 0.16 -0.07 0.20
C -1.07873 -3.93484 -4.84100 -0.04 -0.03 -0.30
H -4.76164 -5.69382 -3.10578 -0.05 0.05 -0.02
H -0.25009 -1.52193 2.42380 0.11 0.00 0.01
H 0.23721 1.49764 0.06667 0.11 -0.03 -0.06
H -2.10932 1.75874 -3.76301 -0.10 0.28 0.29
H 4.59259 -0.30709 -1.11476 -0.32 -0.28 -0.02
H 2.13567 3.35236 -5.51011 -0.11 0.02 -0.12
H 3.77583 3.60814 0.18374 0.10 -0.15 0.04
O -2.87354 -0.74847 -3.62278 0.34 0.21 -0.05
H -4.43814 -0.98497 -2.30406 0.10 0.10 0.07
H -3.82425 3.28833 1.64502 -0.03 -0.06 -0.12
C -0.22709 -2.60934 2.43837 -0.16 -0.51 -0.28
H 7.03990 0.16378 -0.22217 -0.03 -0.15 -0.07
H -1.59527 -2.27604 -0.99364 -0.13 0.04 0.14
H -0.21164 -5.15307 3.64236 0.00 0.17 -0.04
H -1.21960 2.44338 -1.66845 0.03 -0.01 0.12
C -1.17481 4.35362 3.26476 0.07 0.00 -0.24
H -3.20669 5.13503 3.00138 0.10 -0.27 0.16
H 3.13379 1.04986 2.08062 -0.24 -0.09 0.11
H 0.57403 -0.41071 -4.56361 0.02 0.17 0.17
C -2.61340 2.20525 -5.76681 0.04 0.75 -0.22
H -2.27691 3.35798 0.73206 -0.21 -0.04 -0.08
H 1.03337 -1.07288 5.86304 0.07 -0.08 -0.11
H 2.19707 3.28805 -0.50223 -0.11 -0.10 0.08
N -2.72507 -3.49499 -3.05065 -0.17 -0.12 0.10
H -4.08720 0.66066 -2.75119 0.23 0.09 -0.05
O -3.30043 -1.75178 3.34621 -0.30 0.41 -0.07
H -1.66519 -4.56982 -5.50828 -0.01 0.07 -0.01
H -0.62021 2.34005 3.86710 -0.14 -0.19 0.01
H 0.97001 -0.83575 4.12178 -0.08 0.04 -0.04
H -0.23570 -3.11183 5.76612 -0.11 -0.11 -0.12
H -3.40390 -4.73056 -1.45277 0.20 -0.07 0.11
C -3.83919 -3.88785 -3.92718 -0.28 0.37 0.04
O 5.32210 -1.88881 1.68580 0.12 -0.19 0.52
H 1.26915 -2.87549 0.93873 0.11 -0.10 -0.03
H -3.76120 0.12369 2.55119 -0.16 -0.06 0.12
N -0.71704 -3.07653 3.73863 -0.12 0.13 -0.16
H -2.43481 -3.12723 0.33531 -0.12 0.20 -0.17
H -1.87424 1.55741 -6.23349 -0.05 -0.24 0.19
H -3.07142 3.27271 -3.99332 0.01 -0.11 0.31
C 2.87260 3.00943 0.30958 0.10 0.20 -0.53
H -2.16533 5.55572 1.69553 0.20 -0.19 -0.10
H -0.96057 -2.91842 1.69118 0.09 0.18 0.16
H 7.32442 -1.92057 1.11826 -0.05 0.01 -0.06
H 2.22991 5.73730 3.30297 -0.02 -0.03 0.10
C -1.46789 -4.14500 -3.38692 0.38 -0.26 -0.12
C 2.26961 3.27616 1.65998 -0.48 -0.37 0.37
H 1.62341 -0.68417 -3.15926 -0.03 0.10 0.11
H 1.95651 -2.67292 2.55474 -0.02 0.02 -0.07
H -0.50767 -0.73325 5.12993 -0.05 -0.01 -0.26
H 0.99727 4.71743 -5.58800 -0.05 0.02 -0.04
C -0.45935 3.19486 -1.88349 0.07 0.08 -0.36
H -3.57714 1.69955 -5.74860 0.04 -0.14 0.04
H -0.09877 2.46843 -5.82219 0.03 0.00 0.02
H -0.96462 5.00755 4.11104 -0.20 -0.01 0.04
H 1.38307 2.62973 1.80279 -0.06 0.18 -0.06
H -0.19733 4.97351 -3.07424 0.20 -0.28 -0.20
H 3.59705 3.42990 4.72065 -0.06 -0.13 0.01
H -2.19705 2.89233 4.51709 0.11 -0.02 0.08
H -0.68046 -3.74553 -2.74766 -0.10 0.14 0.05
H 1.69401 4.17814 -4.04861 -0.12 0.09 -0.05
H 1.15056 -3.28927 4.70204 -0.01 0.07 0.04
H -4.77700 -5.59427 -4.87171 -0.14 0.11 0.07
H 4.63484 1.29097 4.69559 0.09 0.01 -0.04
C -0.88470 4.12077 -3.02362 -0.21 0.82 0.35
O -0.34004 -0.29199 -2.68496 0.43 0.12 -0.11
H 0.48789 -1.92994 -3.70496 -0.01 0.12 0.24
H -3.31149 -6.00626 -4.03391 0.03 0.11 -0.01
O -2.18383 2.37212 2.52044 -0.01 0.13 -0.10
C -4.19611 -5.36599 -3.97769 0.18 -0.42 -0.02
H -3.65696 -3.50774 -4.93307 0.21 -0.07 0.00
H 5.44484 1.64026 3.16700 -0.05 0.02 -0.18
H 1.88136 3.56910 4.25940 0.14 -0.08 0.17
H -2.70305 3.07856 -6.42533 -0.07 -0.08 0.08
```
Forces are in eV/Å.

Calculated values
SMILES ... CCN(CC)CC.CCN(CC)CC.CCN(CC)CC.CCN(CC)CC.C1CCOC1.C1CCOC1.CO.CO.CO.CO


Listing energy relative to the best compared isomer or geometry (same formula, charge and spin) for the structures above in their given order: 17.1 34.7 0.0 kcal per mole.
Listing M for the structures above in their given order: 983.9 121.5 677.2 g/mol.
Listing E_HOMO for the structures above in their given order: -7.7 -3.3 -8.2 eV.